Computed, not measured: a 6-piece molecular cluster, C31H33F40NO7 overall, with ωB97M-V/def2-TZVPD.

Properties
Highest occupied orbital energy, eV: -9.709
HOMO-LUMO gap, eV: 9.84
Lowest unoccupied orbital energy, eV: 0.129

Last column: Mulliken charge in e.
Element x y z (Å)
H1 -0.72 2.86 6.06  0.353
H2 5.31 -5.22 0.47  0.434
F1 1.27 4.38 2.83  -0.202
F2 1.82 -0.70 -7.94  -0.206
C1 0.70 1.23 4.38  -0.013
C2 2.79 -5.37 0.94  -1.297
F3 -4.12 -2.02 5.89  -0.315
C3 -2.33 -0.45 1.14  0.741
F4 2.08 6.12 3.88  -0.288
H3 1.79 -4.96 0.80  0.152
C4 0.20 4.62 -3.42  -0.342
C5 -1.10 3.02 5.05  -0.836
H4 2.83 -5.66 -1.23  0.307
C6 -0.65 1.91 4.10  1.019
H5 0.19 1.47 -0.17  -0.004
C7 0.25 5.03 4.86  0.780
F5 -6.91 0.12 4.16  -0.256
H6 2.57 -7.90 -0.24  0.407
C8 0.24 -2.64 -1.52  0.503
F6 1.38 -1.89 -9.72  -0.265
F7 -0.12 3.52 -0.27  -0.289
H7 5.49 -6.01 -1.07  0.263
F8 -2.02 -1.75 0.99  -0.210
F9 -0.83 -1.55 -8.23  -0.273
H8 5.41 -3.99 -2.16  0.414
C9 -6.43 0.41 5.38  0.834
H9 1.27 4.49 -3.25  0.443
F10 -0.81 5.84 0.92  -0.213
F11 -8.45 -0.34 6.31  -0.267
C10 -0.18 4.65 -1.01  0.566
C11 4.86 -5.31 -0.52  -1.063
F12 0.62 -3.89 -1.18  -0.202
F13 1.03 5.22 -0.98  -0.327
H10 -1.29 1.12 -5.38  0.303
C12 -0.10 5.97 -4.09  0.803
N1 5.39 -2.80 -0.45  -0.132
C13 0.95 5.46 3.56  0.307
F14 -0.09 6.17 5.51  -0.321
F15 1.71 2.11 4.27  -0.256
F16 -1.38 6.33 -3.85  -0.288
C14 4.87 -3.94 -1.21  -0.323
F17 0.78 7.47 -2.48  -0.212
H11 8.05 -4.05 0.06  0.328
O1 -0.56 4.30 -2.27  -0.327
H12 -0.10 3.88 -4.15  0.045
H13 0.29 6.11 2.98  0.215
H14 2.73 -6.18 1.66  0.476
H15 4.87 -2.63 0.40  0.206
F18 -1.42 6.68 -1.01  -0.252
F19 -2.08 1.69 0.35  -0.226
C15 -0.25 0.93 -5.64  0.166
F20 0.43 8.21 -4.50  -0.268
H16 -6.80 -0.20 7.43  0.289
H17 0.56 -2.42 -2.54  -0.139
F21 2.24 -1.79 -0.72  -0.303
F22 0.64 -2.01 0.74  -0.265
F23 -3.68 -0.33 0.98  -0.309
H18 1.01 -2.83 -5.84  0.332
C16 0.05 -2.52 -6.26  -0.687
F24 -0.11 0.94 -6.98  -0.251
H19 4.06 -7.69 0.67  0.400
C17 1.49 -1.93 -8.37  0.062
C18 -1.63 0.42 0.09  1.107
C19 0.90 -1.66 -0.54  0.882
H20 -4.30 -2.37 2.60  0.040
H21 -2.19 4.99 -0.26  0.201
C20 -7.11 -0.49 6.42  0.077
C21 6.76 -2.69 -0.25  0.444
F25 -1.57 0.90 4.21  -0.334
H22 0.71 0.77 5.37  0.356
F26 0.03 5.75 -5.43  -0.331
C22 -4.90 0.44 5.36  -0.736
O2 -4.25 -0.36 4.38  -0.082
H23 0.28 0.33 1.14  0.496
C23 3.55 -7.43 -0.26  -1.826
C24 0.83 7.14 -3.79  0.085
H24 -0.64 -3.35 -6.11  0.436
F27 -2.07 0.08 -1.14  -0.239
F28 -2.57 -1.76 4.40  -0.282
C25 0.21 -0.41 -5.06  0.554
F29 -6.81 -1.78 6.21  -0.219
H25 3.42 -4.60 1.40  0.297
O3 0.57 -0.37 -0.81  -0.408
F30 0.53 1.92 -5.13  -0.251
H26 1.86 6.90 -4.06  0.286
C26 3.45 -5.90 -0.36  1.035
F31 -0.01 -0.34 -3.73  -0.145
F32 -4.20 -3.87 3.92  -0.290
F33 1.53 -0.59 -5.24  -0.300
H27 2.28 -2.64 -8.10  0.293
F34 -0.08 -3.61 -8.30  -0.330
F35 -0.69 2.35 2.83  -0.197
O4 7.46 -3.80 -0.66  -0.454
H28 3.84 -3.67 -1.46  0.045
H29 -2.07 -0.12 2.15  -0.473
H30 4.15 -7.85 -1.07  0.442
F36 0.88 0.26 3.45  -0.193
F37 1.09 4.34 5.66  -0.300
F38 -6.82 1.68 5.70  -0.334
C27 -4.59 -2.61 3.63  0.527
O5 -0.53 -1.45 -5.55  -0.300
C28 0.14 -2.36 -7.78  0.830
O6 7.30 -1.71 0.16  -0.563
C29 -1.24 5.53 -0.33  0.305
C30 -3.90 -1.66 4.62  0.701
O7 -0.90 4.34 4.61  -0.401
H31 -4.65 1.46 5.07  0.185
H32 -2.19 2.92 5.10  0.276
H33 -4.48 0.28 6.35  0.424
C31 -0.10 0.46 0.12  -0.586
F39 -1.10 -2.56 -1.45  -0.216
F40 -5.92 -2.53 3.76  -0.256

Computed, not measured: C31H33NOS2SiSr as an isolated structure, with ωB97M-V/def2-TZVPD.

Properties
Highest occupied orbital energy, eV: -0.108
Net charge: -2
HOMO-LUMO gap, eV: 4.40
Relative energy (zero: lowest compared OMol25 entry of this formula, charge and spin), kcal/mol: 14.8
Lowest unoccupied orbital energy, eV: 4.294

Last column: Mulliken charge in e.
Element x y z (Å)
H1 -1.69 1.49 3.39  0.311
C1 -5.05 0.87 0.49  1.161
C2 4.54 -1.34 2.47  -0.750
C3 4.96 2.80 -3.91  -0.381
H2 4.27 -4.44 -3.45  0.323
H3 -4.64 -2.71 3.26  0.314
H4 -6.87 1.07 -0.67  0.401
H5 3.68 1.99 -5.47  0.367
C4 -4.06 -2.41 2.38  -1.901
H6 -3.55 -1.34 4.59  0.372
C5 -4.53 3.27 1.12  -1.976
Sr1 -0.49 0.67 0.56  1.806
H7 -5.67 2.31 -1.05  0.364
H8 4.91 1.84 -0.68  0.484
C6 2.15 -4.20 -3.70  -0.409
H9 2.02 -5.15 -4.18  0.359
C7 3.37 1.03 -3.58  -0.289
H10 -6.57 -2.09 0.91  0.388
H11 -2.97 2.51 4.07  0.436
C8 4.56 1.90 -1.69  0.023
H12 0.07 -3.66 -3.78  0.366
C9 5.19 2.86 -2.53  -0.709
H13 4.61 -2.43 -2.23  0.247
C10 3.60 -0.97 1.48  -0.544
H14 2.69 0.33 -4.03  0.319
S1 -0.75 -1.20 2.60  -1.092
Si1 2.74 -0.29 -1.18  -0.675
H15 -4.65 3.70 2.15  0.324
C11 3.58 -2.68 -2.51  -0.146
H16 -6.66 -1.06 -0.49  0.385
H17 -4.27 -3.14 1.58  0.374
C12 -3.18 -0.39 4.18  -1.519
H18 -5.40 -2.28 -0.33  0.345
C13 5.89 -1.42 2.12  -0.179
C14 5.39 -0.73 -0.10  0.081
H19 6.61 -1.79 2.86  0.290
C15 -2.54 2.15 3.13  -1.760
C16 -5.08 -0.50 0.90  0.952
H20 -5.45 3.49 0.58  0.492
H21 -2.17 3.00 2.52  0.304
H22 0.34 -1.64 -2.45  0.318
H23 -3.70 3.78 0.66  0.294
H24 4.18 -1.55 3.50  0.386
C17 -5.96 -1.51 0.21  -2.216
C18 -0.82 4.53 0.63  0.232
C19 4.00 1.94 -4.44  -0.621
C20 1.23 -2.26 -2.62  -0.208
C21 -4.32 -0.95 2.03  0.557
C22 3.65 0.99 -2.22  0.318
H25 7.41 -1.22 0.64  0.370
C23 -3.67 -0.01 2.85  1.227
H26 5.72 -0.35 -1.05  0.518
C24 3.39 -3.83 -3.25  -0.578
C25 2.49 -1.86 -2.16  0.212
C26 4.00 -0.70 0.17  0.330
H27 2.57 -0.89 1.79  0.542
C27 -4.32 1.79 1.30  1.141
C28 -3.52 1.33 2.41  0.055
H28 5.85 3.60 -2.15  0.391
N1 -0.51 3.45 1.08  -0.628
C29 1.05 -3.40 -3.40  -0.563
S2 -1.20 5.80 -0.27  -0.557
H29 -5.47 0.61 -1.55  0.393
H30 -3.42 0.45 4.89  0.405
H31 -2.04 -0.56 4.13  0.050
O1 1.36 0.35 -0.67  -1.051
H32 -2.99 -2.45 2.65  0.270
H33 5.57 3.35 -4.60  0.370
C30 -5.79 1.25 -0.74  -2.285
C31 6.34 -1.14 0.85  -0.937

Computed, not measured: C31H34BCaN8O as an isolated structure, with ωB97M-V/def2-TZVPD.

Properties
Highest occupied orbital energy (spin up / spin down), eV: -5.875 / -7.840
Multiplicity: 2
HOMO-LUMO gap (spin up / spin down), eV: 6.52 / 8.17
Relative energy (zero: lowest compared OMol25 entry of this formula, charge and spin), kcal/mol: 18.8
Lowest unoccupied orbital energy (spin up / spin down), eV: 0.641 / 0.328

Last column: Mulliken spin population.
Element x y z (Å)
H1 -0.41 0.27 -3.14  0.000
H2 1.67 4.39 3.23  0.000
C1 2.95 2.65 1.71  -0.001
H3 -7.01 1.22 4.10  -0.003
H4 1.97 -4.20 -2.60  0.000
H5 -0.08 3.05 0.29  0.004
C2 1.62 3.04 1.61  -0.003
C3 1.53 -5.02 -2.06  0.000
N1 -0.03 -2.53 -1.71  -0.001
C4 3.60 2.00 0.67  0.001
H6 -3.53 0.70 -1.21  0.010
C5 3.61 0.95 -1.62  0.000
N2 -0.92 -3.41 0.47  0.003
H7 -0.14 5.18 1.66  0.000
H8 0.07 1.80 3.44  0.005
H9 -5.63 0.74 2.11  0.008
N3 1.56 -2.85 0.28  0.002
C6 1.61 2.11 -0.62  0.001
H10 -0.86 -3.99 -2.99  0.000
C7 0.84 -6.92 -1.21  0.000
H11 3.50 2.88 2.62  0.000
C8 0.95 2.76 0.42  0.011
N4 0.69 -4.80 -1.02  0.000
C9 2.93 1.71 -0.51  0.000
C10 -3.42 2.61 3.88  0.110
H12 -3.35 2.41 -0.76  -0.009
B1 0.31 -3.42 -0.48  -0.001
H13 -3.79 3.46 5.80  -0.003
H14 4.60 -2.72 1.43  0.000
C11 -0.32 4.45 2.45  -0.008
C12 0.66 2.61 3.87  -0.002
H15 4.64 1.72 0.78  0.000
H16 -1.12 3.78 2.11  0.016
H17 -1.05 -5.35 1.27  0.000
C13 -6.00 1.60 4.04  -0.066
C14 -3.91 1.83 2.82  0.000
H18 -2.41 1.74 -2.14  0.010
H19 -2.41 2.99 3.81  0.041
C15 0.94 3.68 2.81  -0.005
H20 -6.09 2.57 5.96  0.011
O1 -1.74 1.19 -0.29  -0.079
C16 -2.10 1.03 1.10  -0.472
C17 -0.91 -1.85 -3.63  0.000
C18 -1.45 -4.36 1.27  0.000
C19 -3.13 1.56 1.66  1.086
C20 -0.42 -0.78 -2.89  0.001
H21 3.00 -4.37 -0.03  0.000
C21 -2.83 1.53 -1.15  0.007
H22 2.25 -6.90 -2.95  0.000
C22 1.66 -6.38 -2.22  0.000
C23 -2.57 -2.48 1.49  -0.024
H23 -0.69 4.98 3.33  0.001
H24 -3.17 -4.29 2.64  0.000
N5 1.53 -1.66 0.94  -0.001
C24 2.75 -1.49 1.45  0.002
N6 0.11 -1.18 -1.74  0.002
Ca1 -0.28 -0.32 0.47  0.111
H25 3.08 1.06 -2.56  0.000
H26 1.58 2.19 4.27  0.001
H27 3.66 -0.12 -1.39  0.000
C25 -0.65 -2.95 -2.83  0.000
C26 -4.19 2.87 4.99  -0.074
H28 0.09 3.03 4.70  0.000
H29 0.65 -7.96 -0.98  0.000
H30 -3.24 -1.69 1.78  0.015
C27 -5.23 1.33 2.93  0.157
H31 -1.38 -1.84 -4.59  0.000
N7 -1.61 -2.25 0.61  -0.002
C28 -5.49 2.37 5.08  0.132
C29 3.58 -2.57 1.15  0.001
C30 2.78 -3.41 0.40  0.000
H32 4.64 1.30 -1.77  0.000
C31 -2.52 -3.81 1.94  0.002
N8 0.26 -5.97 -0.49  0.000
H33 2.97 -0.60 2.02  0.000
H34 1.07 1.93 -1.55  0.003